Record 1
{"formula": "C31H55Br3ClN2O15Pd", "method": "ωB97M-V/def2-TZVPD", "symbols": ["Pd", "C", "C", "C", "C", "C", "C", "N", "O", "C", "C", "C", "H", "H", "H", "H", "H", "H", "H", "H", "H", "H", "H", "H", "H", "H", "H", "H", "H", "H", "C", "C", "C", "C", "C", "C", "N", "O", "C", "C", "C", "H", "H", "H", "H", "H", "H", "H", "H", "H", "H", "H", "H", "H", "H", "H", "H", "H", "H", "Cl", "O", "O", "O", "O", "C", "C", "C", "O", "C", "O", "O", "H", "H", "H", "H", "H", "H", "C", "C", "C", "O", "C", "O", "O", "H", "H", "H", "H", "H", "H", "C", "C", "C", "O", "C", "O", "O", "H", "H", "H", "H", "H", "H", "C", "Br", "Br", "Br", "H"], "positions_angstrom": [[3.7845, 5.1029, 19.2402], [7.1517, 4.4028, 18.6641], [7.2828, 5.9001, 18.7300], [7.7394, 6.4133, 17.3848], [7.7526, 7.9532, 17.4158], [6.4189, 8.5588, 17.7896], [5.8202, 7.9235, 19.0343], [5.9577, 6.4186, 18.9559], [5.4199, 5.8124, 20.0881], [4.2662, 8.1965, 19.0983], [6.4882, 8.5084, 20.3124], [8.3663, 6.1859, 19.8096], [8.1397, 3.9515, 18.6292], [6.6567, 4.0555, 17.7959], [6.6335, 4.1543, 19.5747], [7.0749, 6.0899, 16.6018], [8.7552, 6.0711, 17.1210], [8.0825, 8.4231, 16.4595], [8.4249, 8.3552, 18.1669], [5.7277, 8.5541, 16.9114], [6.5438, 9.6221, 18.0220], [4.0318, 8.3732, 20.1388], [3.7609, 7.2853, 18.6738], [3.9682, 8.9060, 18.3316], [6.0387, 9.3647, 20.7486], [7.4764, 8.8640, 20.1706], [6.4764, 7.6897, 21.0326], [8.7770, 7.1667, 19.6528], [9.2076, 5.5111, 19.8904], [7.9907, 6.3354, 20.7950], [-0.2280, 5.7804, 17.3030], [0.3405, 4.4659, 16.7209], [-0.0735, 4.2215, 15.2630], [0.7628, 5.0728, 14.3045], [2.1788, 4.5438, 14.3871], [2.7773, 4.5849, 15.7914], [1.8186, 4.3446, 16.8988], [2.1129, 4.2895, 18.1159], [3.2469, 6.0329, 15.9769], [3.9723, 3.5305, 16.0128], [-0.2879, 3.3561, 17.5339], [0.2975, 6.0710, 18.2253], [-1.2794, 5.5594, 17.5042], [-0.0797, 6.5911, 16.5220], [-1.1894, 4.3448, 15.1911], [0.1142, 3.1190, 15.1271], [0.7610, 6.0851, 14.5504], [0.4028, 4.8376, 13.2539], [2.8021, 5.1818, 13.6946], [2.2654, 3.5095, 14.0273], [2.4430, 6.6771, 15.6157], [4.1742, 6.0888, 15.3920], [3.4513, 6.3799, 16.9857], [3.4352, 2.5589, 15.7981], [4.2965, 3.6623, 17.0313], [4.7711, 3.8949, 15.3944], [-0.1136, 3.5744, 18.5778], [0.0971, 2.3376, 17.3762], [-1.3472, 3.2928, 17.3191], [0.8676, 6.5643, 21.0542], [1.3465, 5.8459, 22.1863], [-0.3661, 5.9978, 20.5786], [0.7507, 7.9486, 21.4670], [1.9283, 6.5085, 20.0002], [9.0502, 0.8834, 19.7978], [7.7200, 0.1986, 19.9886], [6.9567, 1.0352, 20.9854], [6.1304, 1.8385, 20.1847], [5.9667, 1.1882, 18.9619], [5.1721, 1.3962, 18.1616], [7.0066, 0.2721, 18.8001], [9.7525, 0.5083, 19.1197], [9.4960, 0.9921, 20.7952], [8.9781, 1.9226, 19.4774], [7.7389, -0.8377, 20.2734], [7.4507, 1.6855, 21.6812], [6.3122, 0.3598, 21.4940], [-2.6623, 8.3163, 18.8946], [-2.7472, 9.3554, 20.0394], [-1.5250, 10.3650, 19.9979], [-2.1172, 11.6967, 20.1153], [-3.4578, 11.5634, 20.0059], [-4.1822, 12.4888, 19.9385], [-3.8750, 10.2907, 19.8972], [-3.5988, 7.8335, 18.8139], [-1.9412, 7.5329, 19.2904], [-2.4523, 8.7960, 17.9533], [-2.8332, 8.8631, 21.0244], [-0.8995, 10.1283, 19.1243], [-0.8278, 10.1812, 20.8243], [2.4124, 1.8306, 23.1582], [1.7211, 2.6153, 22.0702], [2.5884, 2.9177, 20.8824], [2.4597, 1.7098, 20.1179], [1.3374, 1.0494, 20.4724], [1.0033, 0.0043, 19.9554], [0.7440, 1.6808, 21.5379], [2.9046, 0.9858, 22.6726], [1.7783, 1.4269, 23.9368], [3.2415, 2.4608, 23.5522], [1.2064, 3.5071, 22.4947], [3.6450, 3.1242, 21.0280], [2.1485, 3.6900, 20.1764], [5.8000, 5.5125, 23.1769], [6.2281, 3.5637, 23.3212], [7.1892, 6.4478, 24.1715], [4.0838, 6.0280, 23.7061], [5.9894, 5.6367, 22.1304]], "atomic_forces_ev_per_a": [[-0.11, -0.63, -0.72], [0.80, -0.07, 0.70], [1.35, -0.98, -0.27], [1.01, 1.70, -0.09], [0.24, 0.73, -0.80], [-0.73, 0.11, -0.79], [-1.18, -0.08, 0.32], [-0.16, 1.17, 0.06], [0.27, 0.80, 1.13], [1.25, -1.59, -1.12], [-0.38, -1.37, -0.29], [-0.17, 1.11, -0.16], [0.23, -0.10, 0.16], [-1.00, -0.25, -0.89], [-0.09, -0.73, 0.07], [-0.45, -0.29, -0.29], [-0.31, -0.13, 0.26], [-0.09, -0.55, 0.43], [0.58, -0.34, 0.04], [0.20, -0.40, 0.64], [0.06, 0.01, -0.09], [-0.84, 0.20, -0.19], [0.36, 0.73, 1.02], [0.05, 0.96, 0.57], [-1.23, 0.68, 0.21], [1.31, -0.15, -0.40], [0.05, 0.32, 0.28], [0.52, 0.42, -0.35], [-0.03, -0.52, -0.40], [-0.73, -0.57, 0.85], [1.09, 0.52, -1.27], [-0.59, -0.60, -0.08], [-0.22, -0.38, 0.48], [-0.70, -3.56, -1.41], [0.81, -0.18, -0.58], [1.78, 0.43, 1.74], [-2.37, -0.13, -1.91], [1.20, 0.15, 0.78], [0.41, -0.02, -0.25], [-3.12, 1.21, -0.49], [0.15, -0.93, 0.66], [-0.29, -0.20, -0.33], [0.07, 0.55, -0.05], [-0.51, -0.63, 1.02], [1.05, 0.17, -0.02], [-0.10, 0.98, -0.44], [-0.43, 1.78, 0.12], [0.31, 0.91, 1.05], [-0.21, -0.75, 0.87], [-0.35, 0.17, -0.15], [0.35, 0.28, -0.29], [-0.28, 0.65, -0.01], [0.14, -0.51, 0.18], [1.55, 0.68, 0.23], [0.03, -0.51, 0.48], [0.43, -0.65, -0.75], [-0.33, -0.02, 0.40], [0.29, 0.38, -0.31], [-0.33, 0.22, 0.11], [2.37, 1.20, -0.43], [-0.02, -1.14, 0.73], [-0.10, 0.29, -0.20], [-0.89, -0.14, -0.68], [-1.90, 0.02, 0.80], [0.39, 0.96, 1.55], [1.97, 1.12, 0.05], [-1.25, -0.51, -0.10], [-0.93, -0.37, -1.81], [3.23, -0.31, 2.51], [-2.38, 0.80, -2.11], [-2.09, 0.63, -0.41], [0.91, -1.34, -0.93], [0.33, -0.35, -0.20], [-0.84, 0.13, -0.03], [0.50, -0.42, 0.29], [0.76, -0.01, 0.08], [-0.68, -0.47, 1.10], [0.69, 0.16, 2.35], [0.76, 1.01, -0.46], [-0.13, -1.25, 1.03], [0.52, -1.80, -0.44], [0.58, -0.52, -0.59], [-1.03, 1.21, 0.19], [0.82, -0.81, 0.13], [-1.15, -0.62, -0.12], [-0.42, 0.97, -1.05], [0.54, -0.04, -0.29], [-0.05, 0.24, -0.50], [-0.55, 1.01, -0.31], [-0.42, 0.28, 0.11], [1.82, 0.52, -0.27], [-0.94, 0.30, 1.51], [-1.06, 0.73, -1.82], [-0.04, -0.81, -0.11], [0.34, -0.76, 0.08], [-0.12, 1.57, 0.80], [0.05, -0.28, -1.41], [0.07, -0.20, 0.06], [-0.28, 0.32, 0.10], [-0.61, -0.41, 0.18], [0.23, -0.65, -0.66], [0.04, -0.11, 0.39], [0.36, -0.46, 1.42], [1.28, -0.92, 0.55], [-0.55, 0.49, 0.22], [-0.15, 0.07, -0.18], [-0.31, -0.18, -0.14], [-0.31, 0.60, -0.68]], "homo_lumo_gap_ev": [6.5, 7.1], "charge": -1, "homo_ev": [-4.47, -5.10], "total_energy_ha": -10762.1116, "multiplicity": 3, "fmax_ev_per_a": 4.10, "s_squared": 2.007}


Record 2
{"formula": "C23H42NO9", "method": "ωB97M-V/def2-TZVPD", "symbols": ["C", "C", "C", "C", "C", "C", "C", "C", "C", "C", "N", "C", "H", "H", "H", "H", "H", "H", "H", "H", "H", "H", "H", "H", "H", "H", "H", "H", "H", "H", "H", "H", "H", "H", "H", "H", "C", "C", "C", "O", "C", "O", "O", "H", "H", "H", "H", "H", "H", "C", "C", "C", "O", "C", "O", "O", "H", "H", "H", "H", "H", "H", "C", "C", "C", "O", "C", "O", "O", "H", "H", "H", "H", "H", "H"], "positions_angstrom": [[-2.5297, 3.9586, -0.9880], [-2.3612, 2.4200, -0.6948], [-3.7381, 1.6941, -0.5637], [-3.7288, 0.4872, 0.4451], [-4.7196, -0.6488, 0.0177], [-4.2977, -2.1067, 0.3468], [-3.0631, -2.6977, -0.4263], [-3.0085, -2.3442, -1.9566], [-1.6001, -1.9601, -2.5446], [-0.9350, -0.9917, -1.4985], [-0.6099, -1.8413, -0.3268], [-1.7685, -2.4031, 0.4165], [-3.3076, 4.0446, -1.7706], [-1.5649, 4.3448, -1.3638], [-2.8405, 4.4619, -0.0573], [-1.8420, 1.9959, -1.5804], [-1.7100, 2.2417, 0.1848], [-4.0968, 1.3471, -1.5555], [-4.4722, 2.4530, -0.2196], [-4.0694, 0.8889, 1.4225], [-2.6803, 0.1721, 0.5974], [-5.0017, -0.4781, -1.0397], [-5.6550, -0.4646, 0.5882], [-4.0932, -2.1595, 1.4375], [-5.1602, -2.7816, 0.1753], [-3.1985, -3.7977, -0.3749], [-3.3364, -3.2435, -2.5188], [-3.7044, -1.5446, -2.2669], [-1.7628, -1.3530, -3.4495], [-0.9553, -2.8423, -2.7285], [-0.0093, -0.5540, -1.9137], [-1.6736, -0.2001, -1.3034], [-0.0761, -1.2584, 0.3345], [0.0437, -2.5611, -0.6394], [-1.4158, -3.3518, 0.8719], [-1.9925, -1.7564, 1.2846], [2.3367, -5.7352, 0.7209], [2.6305, -4.5394, 1.5967], [2.2579, -4.7341, 3.0369], [2.0358, -3.3855, 3.4666], [1.6219, -2.6898, 2.3876], [1.1473, -1.5934, 2.4286], [1.8119, -3.4058, 1.2428], [1.2832, -6.0167, 0.7836], [2.5420, -5.5049, -0.3255], [2.9456, -6.5895, 1.0160], [3.6773, -4.2412, 1.4896], [3.0466, -5.2073, 3.6181], [1.3285, -5.2947, 3.1697], [1.4359, 2.8650, -1.2614], [2.2686, 3.0386, -2.5078], [2.2416, 4.4311, -3.0729], [2.5235, 4.1919, -4.4555], [2.0552, 2.9498, -4.7420], [1.9345, 2.5100, -5.8353], [1.7386, 2.2769, -3.6006], [0.3993, 3.1548, -1.4391], [1.4213, 1.8157, -0.9539], [1.8300, 3.4636, -0.4400], [3.2941, 2.7000, -2.3284], [2.9878, 5.0851, -2.6253], [1.2581, 4.9049, -2.9992], [2.2317, 1.2153, 3.5835], [3.0452, 1.8139, 2.4623], [4.4556, 2.1630, 2.8474], [4.7658, 3.1983, 1.9135], [3.5954, 3.8118, 1.6059], [3.5092, 4.8379, 1.0167], [2.5320, 3.0911, 2.0623], [2.2062, 1.8753, 4.4526], [1.1990, 1.0689, 3.2665], [2.6445, 0.2531, 3.8862], [3.0177, 1.1543, 1.5875], [5.1440, 1.3254, 2.7459], [4.5351, 2.5726, 3.8580]], "atomic_forces_ev_per_a": [[0.16, -1.41, 0.18], [-0.28, 0.29, -0.76], [0.15, 0.15, 0.56], [-0.43, 0.62, -0.24], [-0.11, 0.33, 0.56], [-0.13, 0.15, -0.35], [-0.10, 0.00, 0.21], [0.41, -0.61, -0.80], [-0.49, 1.02, 1.37], [-0.54, -0.81, -2.37], [0.71, 1.43, 0.62], [-0.75, -1.05, 0.63], [0.43, 0.30, 0.41], [-0.61, 0.15, 0.26], [0.12, 0.04, -0.56], [-0.05, 0.10, 0.50], [-0.40, 0.16, -0.31], [0.31, 0.26, 0.44], [0.24, -0.53, -0.18], [0.40, -0.34, -0.40], [-0.48, -0.12, -0.16], [0.23, -0.46, 0.46], [0.42, -0.18, -0.42], [-0.08, -0.08, -0.53], [0.39, 0.42, 0.00], [0.19, 0.63, -0.03], [-0.01, 0.54, 0.36], [0.29, -0.28, 0.57], [0.26, -0.64, 0.11], [-0.29, 0.51, -0.10], [-0.34, -0.18, 0.48], [0.52, -0.31, 0.56], [0.07, -0.42, 0.10], [-0.14, -0.10, 0.10], [-0.09, 0.55, -0.33], [0.23, -0.03, -0.74], [-0.28, 0.27, -0.34], [0.16, -0.97, -0.49], [0.22, -0.24, 0.32], [-0.26, 0.42, -0.35], [0.16, -0.20, 0.30], [-0.17, -0.08, -0.43], [-0.20, 0.48, 0.37], [0.04, -0.02, 0.14], [0.14, -0.06, 0.06], [0.03, 0.07, 0.02], [-0.07, 0.09, 0.08], [-0.03, 0.23, 0.11], [0.04, -0.01, -0.12], [-0.20, -0.31, -0.04], [-0.29, -0.02, 0.76], [0.29, 0.40, 0.04], [-0.19, -0.29, 0.08], [0.05, 0.12, -0.34], [-0.03, -0.11, -0.04], [0.11, 0.08, -0.12], [0.05, 0.09, -0.06], [0.11, 0.02, 0.05], [0.02, 0.02, -0.07], [0.01, 0.10, -0.07], [0.05, -0.01, -0.21], [-0.01, -0.11, 0.10], [-0.34, 0.27, 0.04], [-0.41, -0.50, 0.68], [0.37, -0.23, -0.01], [-0.24, 0.12, -0.03], [0.07, 0.19, 0.03], [-0.10, 0.00, -0.16], [0.41, 0.12, -0.22], [0.14, 0.03, -0.06], [0.07, -0.14, -0.01], [-0.02, 0.00, -0.07], [0.12, 0.04, -0.02], [0.09, 0.16, -0.15], [-0.14, -0.07, 0.00]], "homo_lumo_gap_ev": 9.9, "relative_energy_kj_mol": 0.0, "charge": 1, "homo_ev": -12.66, "total_energy_ha": -1633.3072, "fmax_ev_per_a": 2.56}


Record 3
{"formula": "C19H19BrHfN2OPS3", "method": "ωB97M-V/def2-TZVPD", "symbols": ["Hf", "S", "C", "C", "N", "C", "S", "C", "N", "Br", "C", "P", "C", "C", "C", "C", "C", "C", "C", "H", "H", "H", "H", "H", "H", "H", "H", "H", "H", "H", "C", "S", "O", "C", "C", "C", "C", "C", "C", "H", "H", "H", "H", "H", "H", "H", "H"], "positions_angstrom": [[-0.5462, -0.7074, 1.6498], [-0.3143, 1.3062, 3.0037], [-0.6456, 2.5635, 1.7985], [-0.2859, 3.8813, 2.2301], [0.0121, 4.9225, 2.6081], [-1.1463, 2.3540, 0.5663], [-1.5860, 0.7824, -0.0996], [-1.3542, 3.4502, -0.3355], [-1.5126, 4.3057, -1.0827], [0.6377, -2.4193, 3.0909], [3.2285, -0.5011, 1.5822], [1.8713, -0.2761, 0.3978], [2.3804, -1.2593, -1.0417], [1.9747, 1.4442, -0.1478], [1.4422, 1.8248, -1.3792], [1.4514, 3.1567, -1.7581], [1.9924, 4.1164, -0.9138], [2.5319, 3.7441, 0.3070], [2.5205, 2.4119, 0.6929], [3.0034, -0.0101, 2.5284], [4.1511, -0.0925, 1.1671], [3.3467, -1.5661, 1.7785], [3.3355, -0.8833, -1.4100], [1.6406, -1.1940, -1.8371], [2.4931, -2.3028, -0.7482], [0.9929, 1.0931, -2.0384], [1.0261, 3.4483, -2.7077], [1.9819, 5.1570, -1.2043], [2.9406, 4.4905, 0.9719], [2.9308, 2.1394, 1.6556], [-4.1871, -3.3293, 1.4827], [-3.5079, -1.7696, 0.9628], [-2.4111, -1.5201, 2.0386], [-2.5287, -2.2297, -0.4421], [-2.9294, -1.8164, -1.7011], [-2.1059, -2.1011, -2.7825], [-0.9010, -2.7629, -2.5946], [-0.5015, -3.1515, -1.3215], [-1.3148, -2.8845, -0.2266], [-3.3795, -4.0362, 1.6559], [-4.8493, -3.6684, 0.6879], [-4.7561, -3.1467, 2.3905], [-3.8446, -1.2577, -1.8373], [-2.4003, -1.7869, -3.7733], [-0.2702, -2.9774, -3.4450], [0.4319, -3.6765, -1.1757], [-1.0393, -3.2650, 0.7563]], "atomic_forces_ev_per_a": [[0.47, 0.42, 0.31], [-0.06, -0.03, -0.20], [0.11, -0.06, 0.13], [-0.15, -0.22, -0.09], [0.10, 0.23, 0.07], [-0.05, -0.09, -0.16], [-0.05, 0.13, -0.01], [0.03, -0.13, 0.28], [-0.11, 0.17, -0.16], [0.02, -0.03, -0.01], [0.06, 0.02, -0.03], [-0.07, 0.02, 0.00], [0.05, -0.01, -0.03], [0.07, 0.01, 0.05], [-0.01, 0.01, 0.00], [0.13, -0.05, -0.03], [0.02, 0.00, -0.01], [-0.06, -0.03, 0.00], [0.01, -0.02, -0.03], [-0.01, 0.00, -0.02], [-0.01, -0.02, 0.02], [0.00, 0.01, -0.01], [-0.01, -0.02, -0.01], [-0.01, 0.02, 0.00], [0.00, -0.01, 0.02], [0.01, -0.04, -0.02], [-0.03, 0.01, -0.02], [0.00, 0.04, -0.01], [0.03, 0.04, 0.03], [0.01, 0.00, 0.04], [0.08, -0.04, -0.08], [-0.09, 0.14, 0.22], [-0.45, -0.27, -0.20], [0.02, 0.00, 0.03], [0.08, -0.04, 0.01], [0.00, 0.00, -0.01], [-0.02, 0.01, 0.06], [-0.02, 0.04, 0.05], [0.02, -0.14, -0.10], [0.00, -0.04, 0.01], [-0.04, -0.04, -0.02], [-0.01, 0.02, 0.05], [-0.06, 0.01, 0.01], [-0.02, 0.01, -0.03], [0.04, -0.01, -0.04], [0.01, -0.04, -0.01], [-0.04, -0.01, -0.03]], "homo_lumo_gap_ev": 7.4, "charge": 1, "homo_ev": -11.47, "total_energy_ha": -5078.0167, "fmax_ev_per_a": 0.71}